A cluster of 4 separate species, C13H34N5O13P4 in total at a distorted geometry, computed with wB97M-V/def2-TZVPD.

**LUMO energy**: -3.54 eV
**HOMO level**: -10.999 eV

Geometry as ORCA input:
```
! wB97M-V def2-TZVPD RIJCOSX def2/J DEFGRID3
* xyz 1 1
C 1.586 0.087 7.845
C 1.584 0.254 6.664
N 1.879 0.427 5.336
C 1.785 -0.578 4.472
N 1.397 -1.828 4.837
C 1.425 -2.502 3.705
N 1.804 -1.774 2.659
N 2.056 -0.508 3.148
P 2.627 0.951 2.364
N 3.892 0.337 1.395
O 1.462 1.466 1.353
H 1.720 -0.153 8.877
H 2.145 1.357 5.041
H 1.183 -3.554 3.634
H 1.902 -2.037 1.690
H 4.641 1.019 1.357
H 4.240 -0.513 1.831
H 1.518 2.432 1.372
C 4.456 -3.550 11.920
O 3.785 -4.453 11.017
P 2.558 -3.823 10.077
O 1.401 -3.991 11.008
O 2.713 -5.007 8.985
C 2.701 -6.370 9.410
O 1.941 -2.794 8.946
C 0.751 -3.191 8.275
H 5.221 -4.113 12.446
H 4.932 -2.738 11.371
H 3.747 -3.144 12.643
H 2.055 -6.509 10.277
H 3.712 -6.698 9.646
H 2.323 -6.971 8.585
H -0.034 -3.475 8.974
H 0.952 -4.010 7.585
H 0.410 -2.332 7.700
C -1.195 1.003 -6.001
O -0.916 1.987 -4.982
P -0.616 1.426 -3.443
O -2.012 1.348 -2.917
O 0.189 2.777 -3.050
C -0.414 4.050 -3.275
O 0.219 0.540 -2.334
C 0.119 0.959 -0.983
H -1.363 1.524 -6.940
H -0.351 0.324 -6.121
H -2.091 0.436 -5.741
H -1.496 4.004 -3.151
H -0.170 4.408 -4.274
H -0.002 4.746 -2.546
H -0.922 1.078 -0.680
H 0.662 1.887 -0.833
H 0.571 0.184 -0.373
C -4.220 1.327 -13.009
O -4.108 2.462 -12.128
P -4.379 2.192 -10.501
O -5.863 2.361 -10.458
O -3.526 3.506 -10.090
C -3.820 4.763 -10.695
O -4.067 1.467 -9.060
C -4.498 2.154 -7.892
H -4.012 1.667 -14.019
H -3.497 0.556 -12.741
H -5.231 0.916 -12.969
H -4.883 4.854 -10.923
H -3.234 4.887 -11.605
H -3.539 5.544 -9.990
H -5.547 2.438 -7.957
H -3.884 3.037 -7.716
H -4.373 1.475 -7.049
*
```

Atomic partial charges in e from the Mulliken method, atoms 1 to 4: -0.296 -0.137 -0.156 0.480